[1]
42
Properties=species:S:1:pos:R:3:forces:R:3:nbo_charge:R:1 method="wB97M-V/def2-TZVPD" e_tot_ha=-1973.52127 total_charge=-2 e_homo_ev=-1.24 e_lumo_ev=3.835
Ca 0.328 0.338 0.787 0.817 -0.733 2.575 1.84
C 2.438 -3.292 0.583 -0.020 -0.568 -0.089 -0.73
C 1.517 -2.679 1.631 -0.993 1.153 2.048 0.76
O 1.598 -1.414 1.794 0.338 0.059 -1.525 -0.87
O 0.771 -3.386 2.337 0.918 -0.708 -1.165 -0.72
H 2.463 -4.367 0.771 0.034 -0.060 -0.324 0.19
H 3.455 -2.898 0.610 -0.058 0.190 0.225 0.20
H 2.045 -3.069 -0.412 -0.085 -0.141 -0.022 0.20
C -3.654 -0.394 1.723 0.467 -0.470 0.102 -0.73
C -2.219 -0.915 1.524 1.852 -0.321 2.899 0.72
O -1.596 -0.910 0.420 -1.012 0.959 -2.702 -0.92
O -1.578 -1.221 2.539 -1.386 0.158 0.281 -0.65
H -4.275 -0.849 0.949 -0.383 0.760 -0.134 0.19
H -3.593 0.693 1.819 -0.244 0.110 -0.991 0.22
H -4.037 -0.639 2.714 0.224 -0.647 -0.090 0.22
C 0.805 2.329 5.159 0.375 -0.015 1.373 -0.74
C 0.596 0.871 4.654 0.086 -0.382 -0.842 0.78
O 0.407 -0.031 5.486 0.209 0.569 0.421 -0.75
O 0.562 0.758 3.400 -0.068 0.679 -0.566 -0.83
H -0.111 2.860 4.897 0.142 0.311 0.087 0.20
H 1.696 2.905 4.892 -0.138 -0.326 -1.173 0.19
H 0.973 2.329 6.245 -0.772 -0.205 0.139 0.18
C 1.817 4.062 -1.175 0.685 -0.835 0.107 -0.73
C 1.382 2.884 -0.341 -0.930 -1.845 2.090 0.76
O 2.260 2.253 0.289 0.475 0.264 -0.605 -0.75
O 0.164 2.485 -0.248 0.021 1.075 -1.160 -0.87
H 1.218 4.960 -1.061 -0.199 -0.112 -0.332 0.21
H 1.883 3.620 -2.173 -0.361 0.659 -0.323 0.21
H 2.851 4.213 -0.867 -0.047 0.431 -0.029 0.22
C -2.328 -1.234 -3.978 0.807 -0.734 -0.080 -0.63
C -0.828 -1.378 -4.103 -0.431 0.069 -0.725 0.08
C -0.080 -0.099 -4.460 0.778 -1.281 0.703 -0.10
O 0.554 0.252 -3.213 -0.416 0.219 -0.380 -0.49
C 0.432 -0.790 -2.341 0.527 1.210 0.760 1.00
O 0.889 -0.800 -1.240 0.155 0.108 -0.705 -0.60
O -0.253 -1.769 -2.874 -0.521 -1.211 -0.161 -0.46
H -2.551 -0.493 -3.214 -0.382 -0.121 -0.022 0.24
H -2.641 -2.249 -3.727 -0.634 0.320 0.352 0.23
H -2.716 -0.997 -4.969 -0.212 0.253 0.111 0.20
H -0.600 -2.163 -4.828 -0.003 -0.009 0.039 0.17
H -0.747 0.659 -4.857 0.304 0.345 0.156 0.20
H 0.705 -0.435 -5.140 0.084 0.822 -0.325 0.18

[2]
41
Properties=species:S:1:pos:R:3:forces:R:3:nbo_charge:R:1 method="wB97M-V/def2-TZVPD" e_tot_ha=-2039.13374 total_charge=+3 e_homo_ev="-19.46 / -18.99" multiplicity=5 e_lumo_ev="-10.249 / -13.817" s2=6.055
Os -0.273 -0.794 2.558 -0.223 0.099 0.261 1.23
Cl 1.484 0.053 3.566 0.038 0.103 0.010 -0.16
C -0.730 -2.147 4.032 0.381 -0.236 -0.697 -0.46
Cl -1.761 -0.728 4.368 -0.089 -0.061 0.231 0.25
H 0.029 -2.297 4.792 -0.048 0.104 0.101 0.27
H -1.295 -3.031 3.760 -0.193 0.071 0.083 0.26
O -0.934 1.227 1.479 0.248 -0.258 -0.092 -0.56
C -0.684 2.405 1.487 0.096 0.267 0.068 0.76
C -1.534 3.523 1.018 0.029 0.041 -0.070 -0.53
C -1.114 3.897 -0.440 0.043 -0.006 0.060 -0.38
C 0.371 4.203 -0.661 -0.008 -0.060 0.113 -0.45
C 1.299 3.002 -0.517 -0.039 0.094 -0.140 -0.35
C 1.748 2.618 0.988 0.013 -0.076 0.156 -0.26
N 0.659 2.878 1.840 -0.126 0.130 -0.269 -0.25
H -1.411 4.398 1.662 -0.006 -0.054 0.062 0.27
H -2.573 3.196 1.049 -0.034 0.048 -0.062 0.29
H -1.699 4.778 -0.700 -0.049 -0.023 -0.013 0.28
H -1.429 3.090 -1.104 -0.003 0.013 -0.018 0.22
H 0.703 5.045 -0.046 0.018 -0.012 -0.003 0.23
H 0.476 4.546 -1.692 -0.003 0.004 -0.040 0.28
H 2.264 3.175 -0.997 0.031 0.013 0.045 0.29
H 0.848 2.115 -0.963 0.019 -0.031 0.032 0.22
H 2.608 3.192 1.318 0.024 0.018 -0.057 0.28
H 1.970 1.545 0.968 -0.046 0.013 -0.089 0.28
H 0.684 3.762 2.351 -0.028 -0.071 0.153 0.45
O 0.686 -1.377 0.807 0.012 -0.069 0.100 -0.62
C -0.365 -1.955 0.374 0.014 -0.196 -0.062 0.76
O -1.389 -1.877 1.110 -0.073 0.140 0.088 -0.62
C -0.366 -2.731 -0.893 0.088 0.099 0.007 -0.17
C -1.553 -3.193 -1.440 -0.155 -0.436 -0.548 0.03
C -1.552 -3.996 -2.654 0.039 0.284 0.447 -0.02
C -0.371 -4.303 -3.302 -0.318 -0.001 -0.032 -0.21
C 0.789 -3.844 -2.723 0.021 0.405 0.781 0.21
C 0.825 -3.041 -1.522 0.027 -0.202 -0.243 0.01
N 2.071 -4.105 -3.347 0.275 0.017 -0.526 0.48
O 2.868 -3.193 -3.179 -0.014 0.144 0.103 -0.25
O 2.205 -5.080 -4.019 0.037 -0.236 0.073 -0.22
H -2.497 -2.966 -0.958 -0.025 -0.042 -0.031 0.27
H -2.493 -4.374 -3.034 -0.031 0.045 0.031 0.28
H -0.343 -4.908 -4.201 0.013 -0.003 0.007 0.31
H 1.779 -2.706 -1.136 0.043 -0.080 -0.020 0.29

[3]
36
Properties=species:S:1:pos:R:3:forces:R:3:nbo_charge:R:1 method="wB97M-V/def2-TZVPD" e_tot_ha=-2460.61836 total_charge=0 e_homo_ev="-7.08 / -7.12" multiplicity=2 e_lumo_ev="-0.750 / -0.744" s2=0.754
C -2.893 -0.668 0.590 -1.463 -0.491 0.476 -0.68
C -2.812 0.542 -0.366 -2.148 -0.344 -0.729 -0.70
H -2.648 -1.603 0.077 0.011 0.248 0.029 0.21
H -3.955 -0.751 0.874 0.287 -0.046 -0.058 0.23
H -2.371 -0.633 1.562 0.018 0.163 -0.450 0.25
H -1.910 0.620 -1.006 -0.325 0.183 -0.276 0.19
H -3.593 0.344 -1.112 0.194 0.067 -0.071 0.24
H -3.082 1.494 0.097 0.127 -0.325 -0.130 0.25
C -0.183 -2.487 0.680 0.713 0.246 -0.409 0.10
C 0.682 -3.584 0.608 -0.127 0.387 -0.087 -0.24
C 1.874 -3.471 -0.114 -0.452 0.322 -0.051 -0.15
C 2.158 -2.261 -0.744 -0.388 0.632 0.105 -0.22
H -1.117 -2.528 1.244 0.440 -0.007 -0.165 0.22
H 0.394 -4.494 1.123 0.190 0.052 -0.090 0.23
H 2.562 -4.309 -0.199 -0.137 0.158 0.056 0.23
H 3.067 -2.100 -1.322 -0.178 -0.317 0.256 0.22
N 0.098 -1.319 0.076 0.550 -0.739 -0.410 -0.50
C 1.258 -1.183 -0.615 -0.515 -1.495 0.833 0.14
C 1.525 0.160 -1.142 0.081 1.693 -0.613 0.26
N 0.609 1.111 -0.829 1.013 0.020 -0.610 -0.53
C 0.785 2.382 -1.221 0.717 -0.693 -0.223 0.07
C 2.852 1.799 -2.326 -0.392 -0.076 0.139 -0.16
C 1.898 2.761 -1.984 -0.290 -0.222 0.224 -0.24
H 0.032 3.094 -0.878 0.267 -0.221 -0.234 0.23
H 1.984 3.797 -2.288 0.137 -0.108 -0.010 0.23
C 2.662 0.486 -1.903 -0.511 -0.219 0.384 -0.24
H 3.361 -0.312 -2.133 0.042 0.384 -0.099 0.22
H 3.729 2.058 -2.919 -0.236 -0.007 0.162 0.23
Cu -0.915 0.504 0.433 2.459 0.622 2.110 1.14
C -1.154 2.334 1.217 -0.075 0.400 0.027 -0.96
H -1.566 3.045 0.489 0.018 -0.037 0.160 0.16
H -0.133 2.594 1.504 -0.162 0.077 0.073 0.20
H -1.787 2.228 2.104 0.145 0.058 -0.238 0.22
O -0.437 -0.101 4.540 0.142 0.137 -1.475 -0.45
N -0.724 0.471 3.493 -0.292 0.099 0.511 0.28
O -0.249 -0.019 2.391 0.142 -0.604 0.881 -0.68

[4]
16
Properties=species:S:1:pos:R:3:forces:R:3:nbo_charge:R:1 method="wB97M-V/def2-TZVPD" e_tot_ha=-3781.29489 smiles="C=C(Cl)/N=C/[C@@H](Br)C(=C)Cl" total_charge=0 e_homo_ev=-9.43 e_lumo_ev=-0.038
C -0.711 -2.634 -1.637 2.348 2.695 1.711 -0.35
C -1.329 -1.851 -0.747 0.568 -1.821 -1.588 0.08
Cl -2.969 -2.053 -0.394 -2.102 -0.889 -0.282 -0.01
N -0.687 -0.912 -0.049 1.800 1.488 0.549 -0.44
C -1.299 -0.193 0.767 -1.730 0.690 1.409 0.11
C -0.609 0.885 1.570 1.670 1.124 -0.905 -0.32
Br -1.405 0.910 3.398 0.579 -0.007 -0.861 0.02
C 0.993 0.666 1.513 -4.342 -0.775 0.777 -0.02
C 1.819 1.495 0.960 0.044 2.351 -1.075 -0.41
Cl 1.486 -0.931 2.016 0.086 0.447 0.252 0.01
H -1.228 -3.305 -2.185 -1.430 -2.166 -1.611 0.20
H 0.386 -2.475 -1.791 -1.223 -0.195 0.124 0.22
H -2.410 -0.350 0.966 1.451 0.543 -0.088 0.19
H -0.844 1.923 1.083 0.437 -1.860 1.086 0.26
H 2.778 1.035 0.913 1.108 0.702 -0.476 0.23
H 1.527 2.546 0.536 0.734 -2.326 0.979 0.23

It is found that the energy above the lowest of the compared OMol25 structures with the same formula, charge and spin values, taken in the order of the records, are 1.0375 0.0044 0.0000 0.0000 eV.